# 1
A structure of composition C12H29GaINO. Source: OMol25; level of theory: the ωB97M-V functional and the def2-TZVPD basis.

XYZ file:
```
45
Properties=species:S:1:pos:R:3:mulliken_charge:R:1
O -0.72 -4.29 5.10 -0.57
C -0.05 -5.17 4.10 -0.30
C -1.23 -6.05 3.34 -0.44
C -0.86 -6.19 1.73 -0.65
C -1.30 -4.77 1.04 -0.49
Ga 0.06 -4.42 -0.52 0.26
I 0.80 -1.87 -0.21 -0.43
H -1.27 -3.60 4.63 0.32
H 0.69 -5.95 4.57 0.29
H 0.49 -4.51 3.28 0.17
H -2.27 -5.51 3.53 0.22
H -1.32 -7.15 3.75 0.26
H -1.51 -7.04 1.21 0.28
H 0.29 -6.43 1.66 0.28
H -1.34 -3.87 1.80 0.16
H -2.41 -4.91 0.65 0.31
H 1.34 -5.41 -0.45 -0.22
H -0.78 -4.64 -1.89 -0.28
C -0.76 5.82 -1.98 -1.17
C -0.68 5.10 -0.63 -0.54
C 0.62 4.31 -0.46 -0.68
N 0.55 2.81 -0.81 0.22
C -0.04 2.04 0.37 -0.90
C -0.21 2.47 -2.09 -0.70
C 0.79 2.77 -3.18 -0.53
C 2.09 2.21 -2.63 -0.63
C 1.99 2.31 -1.11 -0.51
H -1.02 5.14 -2.79 0.25
H -1.54 6.59 -1.95 0.37
H 0.18 6.31 -2.23 0.31
H -1.57 4.49 -0.46 0.28
H -0.70 5.88 0.14 0.42
H 0.94 4.36 0.59 0.36
H 1.42 4.76 -1.06 0.55
H -1.06 2.40 0.54 0.34
H 0.59 2.20 1.24 0.41
H -0.05 0.97 0.12 0.15
H -0.44 1.40 -2.07 0.49
H -1.14 3.03 -2.15 0.38
H 0.89 3.85 -3.35 0.20
H 0.52 2.31 -4.13 0.48
H 2.96 2.76 -3.01 0.33
H 2.21 1.17 -2.92 0.34
H 2.71 3.00 -0.67 0.32
H 2.11 1.32 -0.65 0.31
```

The HOMO-LUMO gap is 6.545 eV. Its charge is 0. The LUMO energy is -0.37 eV. The spin multiplicity is 1.

---

# 2
The ion C5H9N with charge -1. Source: OMol25; level of theory: the ωB97M-V functional and the def2-TZVPD basis.

XYZ file:
```
15
Properties=species:S:1:pos:R:3:lowdin_spin:R:1
C -2.15 -0.20 -0.47 0.00
N -0.90 -0.57 0.12 -0.05
C 0.03 0.36 0.16 0.05
C -0.08 1.76 -0.17 0.37
C 1.92 -1.32 0.11 0.08
C 1.44 0.10 0.32 0.44
H -2.65 -1.12 -0.80 0.00
H -2.09 0.44 -1.34 0.00
H -2.90 0.23 0.23 0.00
H 3.00 -1.48 0.15 0.00
H -0.90 2.15 -0.76 0.03
H 0.59 2.49 0.28 0.02
H 1.45 -2.01 0.82 0.02
H 1.67 -1.62 -0.92 0.01
H 2.15 0.74 0.81 0.02
```

The HOMO-LUMO gap (spin up / spin down) is 6.367 / 6.202 eV. Its charge is -1. The LUMO energy (spin up / spin down) is 4.57 / 4.56 eV. As for the expectation value of S²: 0.78. The spin multiplicity is 2.

---

# 3
A cluster of 2 separate species, C4H12 in total. Source: OMol25; level of theory: the ωB97M-V functional and the def2-TZVPD basis.

XYZ file:
```
16
Properties=species:S:1:pos:R:3:lowdin_spin:R:1
C -1.77 1.10 1.60 0.16
C -1.10 0.30 2.70 0.13
H -2.45 0.46 1.06 0.04
H -2.30 2.12 2.02 0.02
H -0.99 1.50 1.08 0.04
H -1.65 0.17 3.69 0.01
H -0.16 0.84 3.02 0.02
H -0.93 -0.77 2.37 0.04
C 1.94 -0.21 -1.92 0.19
C 0.99 -1.35 -2.38 0.17
H 2.38 0.39 -2.74 0.02
H 1.19 0.64 -1.58 0.05
H 2.46 -0.43 -1.08 0.03
H -0.04 -0.91 -2.27 0.05
H 1.14 -1.47 -3.52 0.01
H 1.30 -2.39 -2.07 0.02
```

The HOMO-LUMO gap (spin up / spin down) is 2.866 / 11.559 eV. Its charge is -1. The LUMO energy (spin up / spin down) is 4.34 / 4.39 eV. As for the expectation value of S²: 0.75. The spin multiplicity is 2.

---

# 4
The molecule C7H10S. Source: OMol25; level of theory: the ωB97M-V functional and the def2-TZVPD basis.

XYZ file:
```
18
Properties=species:S:1:pos:R:3:mulliken_charge:R:1
C -0.78 -0.24 0.00 0.33
C -0.38 -1.14 1.16 -0.69
C -0.15 -1.46 -0.33 -0.14
C 1.24 -1.15 -0.86 -0.50
C 1.42 0.41 -0.15 -0.89
C 0.09 0.97 -0.23 0.59
C -0.30 2.34 -0.01 -0.93
H -3.26 0.56 0.52 0.14
H 0.56 -0.98 1.60 0.17
H -1.16 -1.66 1.79 0.27
H -0.69 -2.27 -0.94 0.35
H 2.00 -1.86 -0.38 0.29
H 1.11 -0.89 -1.98 0.31
H 2.19 1.13 -0.70 0.36
H 1.69 0.43 1.00 0.17
H 0.44 3.21 0.03 0.25
H -1.41 2.82 -0.04 0.19
S -2.63 -0.21 -0.47 -0.25
```

The HOMO-LUMO gap is 9.637 eV. Its charge is 0. The LUMO energy is 0.79 eV. The spin multiplicity is 1. The SMILES is C=C1CC[C@H]2C[C@@]12S.

---

# 5
A cluster of 4 separate species, C7H13N in total. Source: OMol25; level of theory: the ωB97M-V functional and the def2-TZVPD basis.

XYZ file:
```
21
Properties=species:S:1:pos:R:3:mulliken_charge:R:1
C 1.97 -1.25 -0.16 -0.75
C 1.58 0.21 -0.02 -0.05
C 0.17 0.63 -0.01 1.18
C -0.13 2.21 -0.53 -0.87
C -1.12 -0.15 -0.22 -0.08
C -2.02 -0.40 1.08 -0.98
C -1.22 -1.00 -1.21 -0.90
H 1.59 -1.74 1.00 0.16
H 3.16 -1.30 0.03 0.33
H 1.43 -1.68 -1.25 0.17
H 2.24 0.74 -0.72 0.30
H 0.99 -0.64 1.59 0.22
H 1.19 2.63 -1.19 0.20
H -1.47 2.22 -1.46 0.25
H -0.26 3.16 0.65 0.23
H -2.42 0.57 1.81 0.22
H -2.93 -0.84 0.62 0.40
H -1.31 -1.14 1.79 0.18
H -2.15 -1.56 -1.27 0.26
H -0.38 -1.15 -1.75 0.29
N 1.09 0.50 1.22 -0.76
```

The HOMO-LUMO gap is 9.602 eV. Its charge is 0. The LUMO energy is 0.46 eV. The spin multiplicity is 1.

---

# 6
The molecule C3H4N2O. Source: OMol25; level of theory: the ωB97M-V functional and the def2-TZVPD basis.

XYZ file:
```
10
Properties=species:S:1:pos:R:3:mulliken_charge:R:1
N -0.35 0.81 -1.43 -0.49
C -0.43 0.11 -0.27 0.32
C -0.97 -0.29 0.85 -0.30
C 0.31 -0.96 0.45 -0.41
N 1.61 -0.57 1.04 0.01
O 1.88 0.58 0.80 -0.32
H 0.53 1.30 -1.53 0.26
H -1.15 1.37 -1.68 0.24
H -1.76 -0.34 1.58 0.38
H 0.34 -2.02 0.20 0.31
```

The HOMO-LUMO gap is 8.938 eV. Its charge is 0. The LUMO energy is 0.25 eV. The spin multiplicity is 1. The SMILES is NC1=C[C@@H]1N=O.

---

| no. | DFT total energy (hartree) |
| --- | --- |
| 1 | -2826.94481 |
| 2 | -250.57065 |
| 3 | -159.47306 |
| 4 | -670.76715 |
| 5 | -328.84007 |
| 6 | -301.30053 |